No. 1
{"formula": "C4H5NO", "method": "ωB97M-V/def2-TZVPD", "species": ["O", "N", "C", "C", "C", "C", "H", "H", "H", "H", "H"], "positions_angstrom": [[-1.61777, 1.52269, -0.05144], [-0.28806, 1.37768, -0.39343], [1.48121, -0.06074, -0.38061], [-0.79732, -1.03111, -0.03683], [2.52912, -0.21091, 0.19217], [0.06266, 0.14688, -0.39489], [3.36128, -0.26581, 0.84786], [-1.41190, -0.76609, 0.82784], [-0.16166, -1.88329, 0.21454], [-1.69476, 2.48163, 0.03229], [-1.46279, -1.31093, -0.85750]], "mulliken_charge": [-0.378, -0.492, -0.308, -1.027, -0.256, 0.765, 0.378, 0.324, 0.327, 0.379, 0.289], "energy_ev": -7762.6824, "relative_energy_ev": 3.844, "smiles": "C#C/C(C)=N/O", "lumo_ha": 0.0315}

No. 2
{"formula": "C4H5NO", "method": "ωB97M-V/def2-TZVPD", "species": ["O", "N", "C", "C", "C", "C", "H", "H", "H", "H", "H"], "positions_angstrom": [[0.85628, 1.12727, -1.12117], [-1.34916, -1.90658, 1.70707], [0.17618, 0.72110, 0.04912], [1.48972, 0.17215, -0.27595], [-1.07550, -0.10809, -0.18221], [-1.24923, -1.11228, 0.87267], [0.10257, 1.48343, 0.82580], [-0.98622, -0.61740, -1.14842], [2.37038, 0.52759, 0.25657], [-1.96425, 0.53137, -0.22330], [1.55964, -0.83858, -0.67936]], "mulliken_charge": [-0.420, -0.391, 0.068, -0.382, -0.550, 0.277, 0.360, 0.269, 0.269, 0.274, 0.227], "energy_ev": -7764.9604, "relative_energy_ev": 1.566, "smiles": "N#CC[C@H]1CO1", "lumo_ha": 0.0319}

No. 3
{"formula": "C4H5NO", "method": "ωB97M-V/def2-TZVPD", "species": ["O", "N", "C", "C", "C", "C", "H", "H", "H", "H", "H"], "positions_angstrom": [[-1.06861, 1.61909, -0.60621], [0.01629, -1.41188, 2.36028], [-0.35118, 0.67207, -0.39746], [1.14431, 0.70513, -0.59307], [-0.43059, -1.10684, 1.33788], [-0.96252, -0.67157, 0.04617], [-2.04766, -0.55721, 0.11241], [1.47275, 1.74014, -0.70094], [1.40213, 0.15026, -1.50381], [-0.72639, -1.43927, -0.70095], [1.66704, 0.22472, 0.23941]], "mulliken_charge": [-0.516, -0.388, 0.679, -1.075, 0.217, -0.408, 0.255, 0.295, 0.301, 0.271, 0.370], "energy_ev": -7766.1262, "relative_energy_ev": 0.400, "smiles": "CC(=O)CC#N", "lumo_ha": 0.0217}

No. 4
{"formula": "C4H5NO", "method": "ωB97M-V/def2-TZVPD", "species": ["O", "N", "C", "C", "C", "C", "H", "H", "H", "H", "H"], "positions_angstrom": [[1.78130, -0.60400, -0.65730], [-0.61570, -1.41098, 0.13606], [1.67068, 1.56572, 0.64760], [-1.73581, -1.16212, -0.39471], [0.42969, 1.45091, 0.16159], [1.40502, 0.42165, -0.14468], [-0.51488, 1.99321, 0.19334], [-2.11227, -0.12873, -0.36444], [2.30887, 2.18002, 1.26367], [-0.29314, -2.37255, -0.01046], [-2.37806, -1.90788, -0.88089]], "mulliken_charge": [-0.558, -0.382, -0.476, -0.233, -0.156, 0.539, 0.322, 0.149, 0.341, 0.207, 0.247], "energy_ev": -7762.7642, "relative_energy_ev": 3.762, "smiles": "O=c1cc1.C=N", "lumo_ha": 0.0382}

No. 5
{"formula": "C4H5NO", "method": "ωB97M-V/def2-TZVPD", "species": ["O", "N", "C", "C", "C", "C", "H", "H", "H", "H", "H"], "positions_angstrom": [[2.26274, -1.20239, 0.18435], [0.45495, -0.66867, 1.45506], [0.56538, 0.06527, -0.83252], [-1.82246, 1.04992, -0.70566], [-0.58834, 0.72982, -0.70604], [1.16986, -0.66932, 0.28772], [-2.44506, 1.92939, -0.44536], [0.84924, -1.14821, 2.24619], [-1.36970, -0.04774, -1.39266], [-0.46159, -0.25872, 1.52764], [1.18500, 0.25574, -1.69610]], "mulliken_charge": [-0.628, -0.344, -0.641, -0.500, 0.222, 0.505, 0.307, 0.207, 0.330, 0.178, 0.363], "energy_ev": -7762.3098, "relative_energy_ev": 4.217, "lumo_ha": 0.0188}

No. 6
{"formula": "C4H5NO", "method": "ωB97M-V/def2-TZVPD", "species": ["O", "N", "C", "C", "C", "C", "H", "H", "H", "H", "H"], "positions_angstrom": [[-1.38959, 0.89123, -0.95064], [-0.03651, -1.41496, 0.01111], [0.72395, 0.82781, 0.14905], [-0.90133, -1.75350, -0.79298], [-0.73547, 1.18949, 0.02538], [0.63885, -0.58229, 0.70988], [-0.60950, -2.20260, -1.74320], [1.27224, 1.49189, 0.82389], [1.19931, 0.82253, -0.84033], [-1.21420, 1.60104, 0.93767], [1.05225, -0.87064, 1.67018]], "mulliken_charge": [-0.470, -0.080, -0.434, -0.210, 0.084, -0.316, 0.207, 0.275, 0.239, 0.319, 0.386], "energy_ev": -7763.3078, "relative_energy_ev": 3.219, "lumo_ha": 0.0298}